DFT (ωB97M-V/def2-TZVPD) results for C4H8 in the gas phase.

Output
Frontier orbital gap (alpha / beta) = 8.8 / 8.0 eV
Energy relative to the best compared isomer or geometry (same formula, charge and spin) = 312.1 kJ/mol
HOMO level (alpha / beta) = -7.960 / -7.518 eV
Strongest force on any atom = 0.0296 hartree/bohr
Energy = -157.06510 a.u.

Each atom is followed by the atoms it is bonded to, with distances in Å.
Cartesian coordinates (Å):
1 C -1.3613 0.2106 0.6452  C2 1.488, H7 1.102, H9 1.100, H11 1.098
2 C -0.0246 -0.4265 0.7949  C1 1.488, C3 1.490, H8 1.096
3 C 1.0063 -0.6097 -0.2648  C2 1.490, C4 1.450, H5 1.104, H12 1.097
4 C 0.8459 0.4597 -1.2307  C3 1.450, H6 1.083, H10 1.090
5 H 1.9458 -0.4772 0.2997  C3 1.104
6 H 0.7779 1.4934 -0.9150  C4 1.083
7 H -1.3550 1.2886 0.8734  C1 1.102
8 H 0.3407 -0.4739 1.8269  C2 1.096
9 H -2.0814 -0.2301 1.3505  C1 1.100
10 H 0.5855 0.2403 -2.2658  C4 1.090
11 H -1.7293 0.1270 -0.3855  C1 1.098
12 H 1.0496 -1.6022 -0.7289  C3 1.097